Formula: C44H44CsF2N10Se
Source: the Open Molecules 2025 dataset
Level of theory: ωB97M-V/def2-TZVPD

Atoms and positions in Å:
Cs: -0.360 2.085 -2.090
C: -3.677 2.395 0.799
N: -3.273 2.136 -0.546
C: -4.215 2.230 -1.380
C: -4.128 2.107 -2.802
C: -5.290 2.240 -3.634
C: -4.816 2.338 -4.922
C: -3.450 2.224 -4.837
N: -3.014 1.978 -3.579
C: -2.653 3.149 1.604
C: -2.748 3.107 2.992
C: -2.070 3.997 3.760
C: -1.139 4.889 3.210
C: -0.935 4.822 1.829
C: -1.708 3.961 1.025
H: -3.944 1.432 1.307
H: -4.593 2.989 0.776
H: -5.274 2.372 -1.027
H: -6.289 2.413 -3.189
H: -5.413 2.687 -5.727
H: -2.692 2.389 -5.634
H: -3.508 2.524 3.518
H: -2.265 3.931 4.829
H: -0.676 5.633 3.845
H: -0.282 5.557 1.324
H: -1.699 4.033 -0.016
F: 3.361 4.874 2.701
C: 3.281 4.241 1.459
C: 2.580 3.057 1.272
C: 2.515 2.312 0.104
C: 3.381 2.738 -0.923
C: 4.166 3.863 -0.697
F: 5.055 4.193 -1.668
C: 4.134 4.663 0.437
C: 3.599 1.982 -2.187
C: 4.905 1.493 -2.438
C: 5.151 0.789 -3.570
C: 4.098 0.550 -4.450
C: 2.818 0.988 -4.065
N: 2.620 1.788 -3.029
H: 1.925 2.769 2.126
H: 4.827 5.500 0.551
H: 5.725 1.572 -1.752
H: 6.105 0.255 -3.846
H: 4.183 0.035 -5.406
H: 1.986 0.561 -4.649
N: -2.505 -2.105 -3.308
C: -2.171 -0.899 -3.849
N: -0.883 -0.664 -3.717
C: -0.506 -1.770 -3.005
N: -1.386 -2.674 -2.734
C: 0.893 -1.867 -2.472
C: 1.721 -2.962 -2.698
N: 2.938 -3.033 -2.142
C: 3.270 -2.040 -1.362
C: 2.460 -0.983 -1.100
N: 1.214 -0.879 -1.615
H: -3.403 -2.538 -3.189
H: -2.916 -0.185 -4.260
H: 1.404 -3.801 -3.337
H: 4.206 -2.165 -0.850
H: 2.698 -0.167 -0.426
C: -1.582 -6.655 -0.295
C: -2.193 -5.655 0.754
C: -1.112 -4.722 1.240
C: -0.736 -3.766 0.122
N: 0.027 -2.621 0.736
C: -0.531 -1.400 0.980
Se: -2.231 -0.879 0.363
N: 0.328 -0.708 1.744
C: -0.056 0.545 2.355
C: 0.074 0.580 3.897
C: -0.735 -0.513 4.624
C: -2.249 -0.468 4.429
C: 1.548 -1.408 1.933
C: 2.785 -1.058 2.445
C: 3.748 -2.031 2.380
C: 3.554 -3.257 1.798
C: 2.299 -3.614 1.273
C: 1.285 -2.682 1.352
H: -2.307 -7.431 -0.511
H: -0.713 -7.124 0.185
H: -1.307 -6.214 -1.267
H: -2.641 -6.188 1.546
H: -3.004 -5.066 0.328
H: -0.313 -5.393 1.647
H: -1.457 -4.160 2.060
H: -1.603 -3.283 -0.295
H: -0.040 -4.182 -0.648
H: -1.079 0.748 2.000
H: 0.576 1.319 1.959
H: -0.200 1.616 4.085
H: 1.143 0.481 4.114
H: -0.530 -0.479 5.669
H: -0.370 -1.497 4.304
H: -2.647 0.163 5.124
H: -2.687 -1.506 4.495
H: -2.602 -0.123 3.432
H: 2.974 -0.105 2.843
H: 4.696 -1.797 2.877
H: 4.370 -3.988 1.803
H: 2.182 -4.587 0.778

Calculated values
Total charge: -1
HOMO level, eV: -4.28
E_LUMO, eV: 2.05
Orbital gap, eV: 6.3
Electronic energy, eV: -132572.527
2S+1: 1
Energy relative to the best compared isomer or geometry (same formula, charge and spin), eV: 1.528

---

Formula: C44H45AuClN5O4P2Se2Si2
Source: the Open Molecules 2025 dataset
Level of theory: ωB97M-V/def2-TZVPD

Atoms and positions in Å:
Au: -1.520 0.706 -0.820
Se: 4.863 2.484 1.537
P: 4.183 0.670 0.712
C: 4.137 -0.742 1.853
C: 5.114 -0.823 2.840
C: 5.224 -1.967 3.615
C: 4.357 -3.033 3.413
C: 3.369 -2.949 2.442
C: 3.259 -1.806 1.665
C: 5.238 0.069 -0.642
C: 5.116 -1.238 -1.113
C: 5.930 -1.685 -2.137
C: 6.874 -0.832 -2.699
C: 6.998 0.466 -2.232
C: 6.181 0.918 -1.203
C: 2.531 0.718 -0.042
C: 1.232 0.908 0.410
N: 0.477 0.770 -0.711
N: 1.229 0.497 -1.764
N: 2.472 0.469 -1.381
P: 0.432 1.514 1.924
Se: -1.506 0.645 2.120
C: 1.478 1.118 3.334
C: 2.376 2.060 3.829
C: 3.152 1.756 4.938
C: 3.025 0.522 5.555
C: 2.120 -0.415 5.070
C: 1.344 -0.119 3.964
C: 0.407 3.306 1.735
C: 1.415 3.959 1.031
C: 1.370 5.338 0.891
C: 0.324 6.060 1.445
C: -0.680 5.407 2.147
C: -0.642 4.031 2.293
H: 5.783 0.017 2.994
H: 5.989 -2.026 4.379
H: 4.446 -3.926 4.019
H: 2.678 -3.769 2.292
H: 2.491 -1.751 0.903
H: 4.383 -1.909 -0.684
H: 5.830 -2.701 -2.500
H: 7.512 -1.184 -3.500
H: 7.732 1.133 -2.666
H: 6.275 1.928 -0.826
H: 2.475 3.028 3.360
H: 3.858 2.486 5.310
H: 3.631 0.287 6.422
H: 2.019 -1.377 5.555
H: 0.623 -0.835 3.592
H: 2.237 3.409 0.592
H: 2.152 5.842 0.337
H: 0.283 7.135 1.320
H: -1.506 5.968 2.564
H: -1.438 3.512 2.813
O: -5.014 5.534 -1.369
C: -5.709 4.443 -1.588
O: -6.870 4.471 -1.906
C: -5.023 3.107 -1.436
C: -5.695 1.912 -1.615
Cl: -7.303 1.617 -2.050
N: -4.840 0.888 -1.424
N: -3.603 1.361 -1.149
C: -3.702 2.696 -1.146
C: -2.458 3.491 -0.823
O: -2.501 4.717 -0.762
O: -1.417 2.798 -0.619
C: -5.210 -0.495 -1.439
C: -4.694 -1.329 -2.409
C: -5.137 -2.643 -2.464
C: -6.099 -3.094 -1.572
C: -6.612 -2.239 -0.604
C: -6.161 -0.932 -0.530
H: -4.055 5.337 -1.136
H: -3.973 -0.945 -3.117
H: -4.744 -3.310 -3.220
H: -6.450 -4.116 -1.633
H: -7.357 -2.590 0.097
H: -6.544 -0.251 0.219
C: -1.265 0.101 -4.067
Si: -1.008 -1.519 -3.167
C: -2.130 -2.766 -4.026
C: 0.730 -2.174 -3.391
C: -1.200 -1.306 -1.274
Si: -1.824 -2.592 -0.012
C: -2.219 -4.233 -0.830
C: -0.338 -2.930 1.088
C: -3.295 -2.116 1.047
H: -1.122 -0.060 -5.140
H: -0.554 0.863 -3.740
H: -2.280 0.487 -3.930
H: -1.608 -3.062 -4.942
H: -3.082 -2.338 -4.340
H: -2.320 -3.674 -3.456
H: 0.882 -2.521 -4.417
H: 0.913 -3.024 -2.726
H: 1.475 -1.405 -3.170
H: -0.139 -1.351 -0.999
H: -1.382 -4.608 -1.426
H: -3.110 -4.202 -1.458
H: -2.405 -4.956 -0.029
H: 0.405 -3.539 0.559
H: -0.631 -3.470 1.993
H: 0.136 -1.998 1.401
H: -3.644 -1.098 0.886
H: -3.014 -2.196 2.099
H: -4.132 -2.792 0.863

Calculated values
HOMO level, eV: -8.16
E_LUMO, eV: -1.20
Orbital gap, eV: 7.0
Electronic energy, eV: -243242.079
2S+1: 1
Energy relative to the best compared isomer or geometry (same formula, charge and spin), eV: 0.379

---

Formula: C44H45ClN11O2SZn
Source: the Open Molecules 2025 dataset
Level of theory: ωB97M-V/def2-TZVPD

Atoms and positions in Å:
Zn: 0.742 1.619 1.594
C: 1.286 5.540 3.477
C: 0.897 4.153 3.085
N: 1.195 3.617 1.971
N: 1.956 4.278 1.052
C: 2.872 3.486 0.547
N: 3.602 3.998 -0.482
S: 3.239 1.867 1.099
C: 0.241 3.236 4.066
C: -0.360 3.700 5.227
C: -0.853 2.783 6.146
C: -0.718 1.429 5.889
C: -0.122 1.047 4.698
N: 0.335 1.922 3.804
H: 2.005 5.928 2.764
H: 0.415 6.202 3.483
H: 1.722 5.549 4.478
H: 3.502 4.984 -0.665
H: 4.497 3.582 -0.661
H: -0.434 4.764 5.406
H: -1.323 3.126 7.060
H: -1.060 0.680 6.594
H: -0.002 -0.003 4.447
C: -8.886 1.976 -8.470
O: -9.099 2.059 -7.065
C: -8.017 1.995 -6.266
C: -8.259 2.082 -4.894
C: -7.215 2.028 -4.001
C: -5.898 1.885 -4.449
C: -5.669 1.799 -5.814
C: -6.713 1.853 -6.727
C: -4.814 1.832 -3.462
N: -4.972 1.882 -2.161
C: -3.706 1.813 -1.643
C: -2.765 1.721 -2.629
N: -3.487 1.722 -3.797
C: -1.366 1.601 -2.370
C: -0.376 1.461 -3.354
C: 0.929 1.316 -2.972
C: 1.243 1.324 -1.607
N: 0.333 1.479 -0.662
C: -0.963 1.613 -1.024
C: -1.952 1.747 0.039
N: -1.509 1.786 1.318
C: -2.404 1.893 2.290
C: -3.781 1.961 2.067
C: -4.242 1.933 0.779
C: -3.318 1.829 -0.267
H: -9.866 2.047 -8.929
H: -8.427 1.024 -8.744
H: -8.261 2.798 -8.824
H: -9.284 2.192 -4.558
H: -7.396 2.095 -2.936
H: -4.664 1.684 -6.207
H: -6.500 1.783 -7.784
H: -3.123 1.700 -4.732
H: -0.647 1.469 -4.405
H: 1.723 1.204 -3.700
H: 2.267 1.204 -1.270
H: -2.024 1.942 3.303
H: -4.453 2.047 2.911
H: -5.297 1.992 0.540
C: 1.792 -5.969 -0.331
C: 2.161 -4.545 -0.758
C: 0.871 -3.730 -0.943
C: 2.865 -4.602 -2.126
C: 3.093 -3.876 0.298
O: 3.471 -2.573 -0.158
C: 4.338 -4.758 0.611
C: 5.652 -4.030 0.984
C: 5.653 -3.248 2.280
C: 5.667 -1.856 2.292
C: 5.610 -1.142 3.484
C: 5.535 -1.833 4.681
Cl: 5.431 -0.953 6.176
C: 5.554 -3.218 4.703
C: 5.623 -3.914 3.504
C: 2.392 -3.633 1.655
N: 1.475 -2.492 1.703
C: 1.801 -1.206 1.622
N: 0.709 -0.471 1.760
C: -0.282 -1.396 1.937
N: 0.140 -2.636 1.903
H: 1.187 -6.435 -1.113
H: 1.193 -5.982 0.584
H: 2.674 -6.598 -0.179
H: 0.362 -4.055 -1.854
H: 1.085 -2.663 -1.039
H: 0.177 -3.873 -0.112
H: 2.206 -5.101 -2.840
H: 3.803 -5.159 -2.115
H: 3.057 -3.600 -2.527
H: 3.986 -2.665 -0.966
H: 4.567 -5.383 -0.249
H: 4.072 -5.450 1.417
H: 5.950 -3.367 0.171
H: 6.424 -4.799 1.047
H: 5.705 -1.312 1.354
H: 5.609 -0.057 3.480
H: 5.518 -3.745 5.649
H: 5.635 -5.001 3.524
H: 3.157 -3.443 2.396
H: 1.828 -4.506 1.961
H: 2.803 -0.844 1.460
H: -1.323 -1.137 2.070

Calculated values
Total charge: +1
HOMO level, eV: -9.84
E_LUMO, eV: -2.54
Orbital gap, eV: 7.3
Electronic energy, eV: -138620.177
2S+1: 1
Energy relative to the best compared isomer or geometry (same formula, charge and spin), eV: 0.568

---

Formula: C44H45N6SSb2Sc
Source: the Open Molecules 2025 dataset
Level of theory: ωB97M-V/def2-TZVPD

Atoms and positions in Å:
Sc: 0.535 0.086 -1.448
C: -1.573 -0.309 -6.476
C: -0.158 -0.860 -6.561
N: 0.287 -1.469 -5.304
C: 0.731 -0.765 -4.268
S: 1.287 -1.720 -2.858
N: 0.774 0.551 -4.347
N: 1.272 1.051 -3.176
C: 2.020 2.091 -3.116
C: 2.330 2.979 -4.265
C: 2.686 2.238 -1.794
C: 3.635 3.205 -1.543
C: 4.327 3.177 -0.335
C: 4.053 2.177 0.578
C: 3.069 1.252 0.262
N: 2.388 1.281 -0.883
H: -1.884 0.069 -7.450
H: -2.274 -1.092 -6.182
H: -1.629 0.510 -5.758
H: -0.087 -1.633 -7.324
H: 0.548 -0.072 -6.821
H: 0.345 -2.471 -5.235
H: 1.788 2.651 -5.146
H: 2.050 4.008 -4.027
H: 3.400 2.971 -4.479
H: 3.852 3.961 -2.284
H: 5.082 3.924 -0.124
H: 4.578 2.101 1.520
H: 2.827 0.457 0.957
C: 1.438 -2.603 2.353
C: 0.231 -2.967 1.491
C: -0.589 -1.781 0.985
Sb: -1.615 -0.553 2.463
C: -1.655 1.071 1.042
C: -0.430 1.542 0.554
C: -0.354 2.707 -0.214
C: -1.511 3.406 -0.523
C: -2.736 2.938 -0.060
C: -2.806 1.788 0.720
C: -3.528 -1.358 1.994
C: -4.221 -2.007 3.013
C: -5.458 -2.591 2.763
C: -6.015 -2.522 1.496
C: -5.336 -1.868 0.474
C: -4.098 -1.295 0.721
Sb: 1.108 -2.305 4.491
C: 1.425 -0.188 4.592
C: 1.454 0.413 5.848
C: 1.597 1.789 5.976
C: 1.690 2.591 4.847
C: 1.654 2.008 3.588
C: 1.532 0.629 3.470
C: 3.102 -2.859 4.996
C: 4.173 -1.969 4.947
C: 5.459 -2.405 5.241
C: 5.685 -3.730 5.584
C: 4.624 -4.622 5.640
C: 3.337 -4.186 5.351
H: 2.021 -1.781 1.925
H: 2.122 -3.454 2.383
H: -0.443 -3.628 2.045
H: 0.566 -3.555 0.631
H: -1.389 -2.131 0.329
H: 0.075 -1.150 0.360
H: 0.494 1.091 0.910
H: 0.612 3.100 -0.518
H: -1.460 4.320 -1.099
H: -3.642 3.484 -0.289
H: -3.769 1.465 1.097
H: -3.804 -2.061 4.012
H: -5.987 -3.094 3.562
H: -6.982 -2.968 1.305
H: -5.786 -1.795 -0.509
H: -3.586 -0.769 -0.078
H: 1.365 -0.190 6.746
H: 1.626 2.238 6.961
H: 1.786 3.664 4.950
H: 1.713 2.635 2.704
H: 1.510 0.170 2.487
H: 4.010 -0.928 4.694
H: 6.286 -1.705 5.210
H: 6.687 -4.066 5.816
H: 4.794 -5.653 5.919
H: 2.515 -4.891 5.419
N: -3.381 -1.056 -2.923
C: -2.238 -1.186 -2.246
N: -1.528 -0.072 -2.237
C: -2.255 0.844 -3.018
C: -1.943 2.131 -3.449
C: -2.854 2.767 -4.264
C: -4.057 2.150 -4.650
C: -4.367 0.868 -4.249
C: -3.432 0.233 -3.439
H: -4.066 -1.786 -3.043
H: -1.950 -2.109 -1.771
H: -1.016 2.614 -3.169
H: -2.641 3.766 -4.622
H: -4.745 2.689 -5.287
H: -5.279 0.379 -4.564

Calculated values
Total charge: +2
HOMO level, eV: -12.31
E_LUMO, eV: -6.40
Orbital gap, eV: 5.9
Electronic energy, eV: -99898.555
2S+1: 1
Energy relative to the best compared isomer or geometry (same formula, charge and spin), eV: 2.192